1.
Molecular formula: C2H3F3O3S
Method: DFT, ωB97M-V/def2-TZVPD

Each line ends with the natural charge from an NBO analysis.
Positions of all 12 atoms, in Å:
C 0.2728 -0.2044 0.0056  -0.8647
S -1.3381 -0.9730 -0.0484  2.3312
O -1.6842 -1.6784 1.1361  -0.9023
O -1.5438 -1.5592 -1.3354  -0.8996
O -2.2912 0.4712 0.0553  -0.7706
C -3.8429 0.4002 0.0295  1.1980
F -4.2162 -0.8439 -0.0542  -0.2945
F -4.4050 1.1161 -0.9318  -0.2994
F -4.4239 0.9078 1.1061  -0.3043
H 1.1155 -0.9484 0.0500  0.2741
H 0.2140 0.1564 -1.0171  0.2673
H 0.2920 0.3559 0.9067  0.2646

Properties
SMILES	CS(=O)(=O)OC(F)(F)F
HOMO level	-0.431	hartree
net charge	0



2.
Molecular formula: C2H3F3OS
Method: DFT, ωB97M-V/def2-TZVPD

Each line ends with the natural charge from an NBO analysis.
Positions of all 10 atoms, in Å:
C 1.3168 -0.6524 -0.8886  -0.2562
C -1.4443 0.7850 0.7939  0.9217
O 1.3150 -0.2093 0.5080  -0.6718
F -2.4540 0.5603 1.5575  -0.3047
F -0.8593 1.9840 0.9044  -0.3238
F -1.8643 0.7182 -0.4628  -0.3329
S 0.1291 -0.7667 1.3472  0.3953
H 2.2812 -0.6133 -1.3178  0.1979
H 0.5746 -0.1553 -1.4014  0.1874
H 1.0053 -1.6505 -1.0405  0.1871

Properties
HOMO level	-0.342	hartree
net charge	0



What are the energy relative to the best compared isomer or geometry (same formula, charge and spin) values for these records? In order: 0.992 1.081 eV.
What are the max |F| values for these records? In order: 2.57 4.34 eV Å⁻¹.